(1)
Formula: C20H31NO3
Source: the OMol25 dataset
Level of theory: ωB97M-V/def2-TZVPD

Element x y z (Å)
1 O 2.553 -2.236 -2.044
2 O 1.185 -2.166 -0.251
3 O -3.946 -4.005 -3.152
4 N -1.860 -2.289 -2.325
5 C 1.144 4.320 4.230
6 C 0.316 1.567 2.085
7 C -1.004 3.076 4.157
8 C 0.036 3.804 3.301
9 C 3.200 -0.790 -0.223
10 C -1.711 -3.120 -3.504
11 C 1.863 1.309 0.252
12 C 1.496 -3.113 -2.345
13 C -4.072 -3.208 -1.998
14 C 0.656 2.906 2.241
15 C 2.502 0.452 -0.805
16 C 1.616 3.425 1.377
17 C 0.907 0.784 1.110
18 C -0.657 4.988 2.612
19 C -0.634 -1.742 -1.797
20 C -3.101 -3.384 -4.090
21 C 0.425 -2.753 -1.298
22 C -2.709 -2.952 -1.352
23 C 2.208 2.645 0.402
24 C 2.538 -2.098 -0.650
25 H -0.421 1.110 2.726
26 H -1.229 -4.086 -3.275
27 H -1.123 5.634 3.354
28 H 0.049 5.583 2.039
29 H 3.078 -2.953 -0.186
30 H -4.532 -2.243 -2.260
31 H 0.630 -0.255 1.013
32 H -3.540 -2.427 -4.410
33 H 1.882 4.899 3.683
34 H 1.188 -2.935 -3.374
35 H 1.734 0.120 -1.506
36 H 2.950 3.083 -0.251
37 H 4.236 -0.840 -0.557
38 H -1.105 -2.588 -4.240
39 H -2.827 -2.301 -0.484
40 H 1.916 4.459 1.459
41 H -2.294 -3.918 -1.020
42 H 1.819 -4.159 -2.229
43 H -1.826 2.709 3.547
44 H -1.428 4.629 1.934
45 H 3.221 1.048 -1.368
46 H 3.189 -0.756 0.867
47 H 1.653 3.484 4.707
48 H -4.728 -3.753 -1.319
49 H -1.414 3.765 4.893
50 H -0.556 2.242 4.692
51 H -0.896 -1.103 -0.949
52 H -0.189 -1.109 -2.571
53 H -3.039 -4.061 -4.944
54 H -0.071 -3.648 -0.904
55 H 0.719 4.954 5.006

Results
Frontier orbital gap, eV: 9.345
Highest occupied orbital energy, eV: -8.6
SMILES: CC(C)(C)c1ccc(CC[C@@H]2OC[C@H](CN3CCOCC3)O2)cc1
Total charge: 0

***

(2)
Formula: C7H8O3P
Source: the OMol25 dataset
Level of theory: ωB97M-V/def2-TZVPD

Element x y z (Å)
1 P -0.229 1.608 0.141
2 O 1.119 1.341 1.055
3 O 1.222 1.103 -1.970
4 O 0.477 -0.692 -3.091
5 C -1.271 0.852 1.397
6 C 2.378 1.809 0.606
7 C -0.364 -0.056 -0.944
8 C -1.264 -2.423 -0.378
9 C -1.608 -0.387 1.037
10 C 0.457 0.084 -2.153
11 C -1.018 -0.939 -0.185
12 H -1.540 1.412 2.242
13 H 2.405 1.628 -0.481
14 H -2.059 -2.577 -1.028
15 H 2.316 2.867 0.880
16 H -2.023 -0.979 1.776
17 H 3.029 1.293 1.326
18 H -1.576 -2.919 0.529
19 H -0.448 -3.027 -0.760

Results
Frontier orbital gap, eV: 8.011
Highest occupied orbital energy, eV: -4.3
SMILES: COP1=CC=C(C)C=1C(=O)[O-]
Total charge: -1

***

(3)
Formula: C4H9NO
Source: the OMol25 dataset
Level of theory: ωB97M-V/def2-TZVPD

Element x y z (Å)
1 O -1.016 1.937 -0.496
2 N 0.758 0.114 -0.125
3 C -0.453 1.446 1.806
4 C -0.868 1.115 0.392
5 C 0.556 -1.970 -1.398
6 C 0.188 -0.593 -1.010
7 H 1.399 -1.807 -2.073
8 H -0.325 0.557 2.437
9 H -1.382 0.107 0.332
10 H -1.299 2.027 2.177
11 H 0.449 2.061 1.844
12 H 0.892 -2.567 -0.546
13 H -0.595 -0.077 -1.587
14 H -0.238 -2.485 -1.941
15 H 1.370 -0.347 0.538

Results
Frontier orbital gap, eV: 9.509
Highest occupied orbital energy, eV: -8.7
Total charge: 0

***

(4)
Formula: C5H8N2O
Source: the OMol25 dataset
Level of theory: ωB97M-V/def2-TZVPD

Element x y z (Å)
1 O -1.387 -0.442 -1.503
2 N 0.705 -0.980 1.158
3 N -0.105 1.782 -0.609
4 C 1.077 1.030 -0.105
5 C -0.577 -0.337 0.770
6 C -0.466 -0.971 -0.576
7 C 1.059 -0.525 -0.273
8 C -0.137 1.156 0.704
9 H 1.808 -1.053 -0.873
10 H -0.546 -2.065 -0.638
11 H -1.840 0.279 -1.056
12 H -0.574 1.191 -1.240
13 H -0.272 1.761 1.646
14 H -1.413 -0.344 1.443
15 H 0.592 -1.991 1.109
16 H 2.076 1.510 0.043

Results
Frontier orbital gap, eV: 10.440
Highest occupied orbital energy, eV: -9.6
Total charge: 0

***

(5)
Formula: C8H11NO3
Source: the OMol25 dataset
Level of theory: ωB97M-V/def2-TZVPD

Element x y z (Å)
1 O 1.568 0.919 -0.294
2 O -0.487 0.761 -2.154
3 O 3.683 -0.439 -1.378
4 N 1.415 -0.028 -1.112
5 C 1.936 -1.827 -2.417
6 C -0.617 -0.534 1.283
7 C 0.835 -1.204 -2.922
8 C 2.426 -1.095 -1.215
9 C -0.657 0.770 1.943
10 C -0.752 -1.603 0.718
11 C 0.491 -0.125 -2.039
12 C -2.010 1.436 1.516
13 H -0.988 -2.531 0.275
14 H -1.899 1.858 0.598
15 H -0.627 0.645 2.943
16 H -2.087 2.184 2.231
17 H -0.794 0.891 -1.257
18 H 3.641 0.322 -0.775
19 H 2.427 -1.671 -0.332
20 H -2.884 0.861 1.549
21 H 0.248 -1.438 -3.842
22 H 2.632 -2.649 -2.749
23 H 0.137 1.516 1.782

Results
Frontier orbital gap (alpha / beta), eV: 8.136 / 8.138
Highest occupied orbital energy (alpha / beta), eV: -8.0 / -8.0
SMILES: [O-][N+]1=C(O)C=C[C@H]1O.C#CCC
Total charge: 0

***

(6)
Formula: C28H42BrCaNO6Si
Source: the OMol25 dataset
Level of theory: ωB97M-V/def2-TZVPD

Element x y z (Å)
1 Br 2.165 1.029 2.986
2 Ca 0.103 0.171 0.051
3 Si -1.896 3.353 -0.280
4 O -1.657 4.197 -1.698
5 O 1.125 -0.510 -1.826
6 O -1.090 2.020 -0.166
7 O -1.569 4.494 0.881
8 O 2.997 -0.755 -3.049
9 O -3.528 3.068 -0.140
10 N 2.494 0.218 0.384
11 C 0.867 4.330 0.728
12 C -1.320 -1.490 1.405
13 C 5.323 0.302 0.321
14 C -0.359 6.477 0.312
15 C -1.852 2.237 -3.173
16 C 3.213 -0.114 -0.785
17 C -3.658 -0.595 0.774
18 C -4.593 5.232 0.109
19 C -1.955 0.642 2.857
20 C -1.969 -0.816 2.742
21 C -1.415 0.558 5.218
22 C -3.520 -2.782 1.974
23 C -4.572 3.758 0.518
24 C -1.856 3.759 -3.036
25 C -3.202 4.313 -3.504
26 C 2.408 -0.492 -1.988
27 C 4.586 0.651 1.515
28 C -1.742 -1.511 4.002
29 C -0.719 4.355 -3.859
30 C -5.862 3.075 0.073
31 C -1.678 1.277 4.033
32 C -0.306 5.477 2.612
33 C -2.785 -1.499 1.629
34 C -0.343 5.178 1.117
35 C -1.456 -0.847 5.164
36 C 3.230 0.574 1.425
37 C -4.408 3.623 2.032
38 C 4.598 -0.068 -0.800
39 H -0.824 4.101 -4.916
40 H -4.436 -2.587 2.543
41 H -4.351 2.567 2.305
42 H -3.664 5.715 0.412
43 H -1.741 -2.593 4.003
44 H -1.177 1.073 6.140
45 H -0.713 5.442 -3.751
46 H 1.788 4.875 0.949
47 H -0.896 1.813 -2.865
48 H -2.632 1.796 -2.548
49 H 0.589 6.048 2.873
50 H -5.436 5.745 0.580
51 H -5.252 4.082 2.554
52 H -6.731 3.530 0.556
53 H 5.083 -0.333 -1.731
54 H 0.234 3.963 -3.499
55 H -0.883 -2.440 1.736
56 H -1.646 2.362 4.043
57 H -1.248 -1.422 6.062
58 H -2.038 1.962 -4.214
59 H 0.873 3.391 1.283
60 H 0.846 4.092 -0.337
61 H 5.066 0.959 2.432
62 H -2.901 -3.472 2.546
63 H -4.561 -0.284 1.314
64 H -3.223 5.398 -3.379
65 H -3.803 -3.289 1.046
66 H -5.822 2.016 0.334
67 H -5.973 3.159 -1.010
68 H 6.405 0.339 0.311
69 H -1.222 7.083 0.602
70 H -0.442 6.244 -0.750
71 H -3.134 0.299 0.440
72 H -2.114 1.235 1.966
73 H 0.553 7.053 0.488
74 H -3.381 4.071 -4.555
75 H -4.002 3.879 -2.900
76 H -1.191 6.050 2.898
77 H -3.972 -1.144 -0.121
78 H -3.483 4.105 2.348
79 H -4.688 5.318 -0.976
80 H -0.300 4.541 3.172

Results
Frontier orbital gap (alpha / beta), eV: 4.839 / 3.521
Highest occupied orbital energy (alpha / beta), eV: -0.5 / 0.8
Total charge: -2

***

(7)
Formula: C3H5PS
Source: the OMol25 dataset
Level of theory: ωB97M-V/def2-TZVPD

Element x y z (Å)
1 S -0.256 2.089 2.186
2 P -1.112 0.546 0.199
3 C 0.449 0.234 -0.569
4 C 0.215 -1.050 -1.228
5 C -0.010 -0.882 0.232
6 H 0.448 -1.679 0.827
7 H 1.211 0.988 -0.695
8 H 1.083 -1.726 -1.376
9 H -0.610 -1.119 -2.007
10 H -1.417 2.599 2.431

Results
Frontier orbital gap, eV: 8.448
Highest occupied orbital energy, eV: -8.9
Total charge: 0

***

(8)
Formula: C34H25AsCl2CsF3O5S2Te
Source: the OMol25 dataset
Level of theory: ωB97M-V/def2-TZVPD

Element x y z (Å)
1 Cs -0.998 0.010 -0.643
2 Te 0.834 3.827 -0.750
3 As 1.084 -2.744 -1.596
4 Cl -0.556 1.633 4.148
5 Cl -5.934 1.774 4.295
6 S 2.293 0.252 -1.828
7 S -3.499 -2.636 -1.062
8 F -4.475 -1.106 0.882
9 F -5.707 -2.825 0.426
10 F -3.866 -3.072 1.537
11 O -3.687 -4.035 -1.346
12 O -4.111 -1.693 -1.960
13 O -2.160 -2.239 -0.658
14 O -2.678 2.007 -1.082
15 O -0.903 1.854 1.267
16 C -4.434 -2.397 0.526
17 C 1.539 8.080 -0.773
18 C 4.776 -0.845 -2.134
19 C 3.000 -2.433 -1.808
20 C 1.468 -5.646 -0.946
21 C 5.284 -3.198 -2.081
22 C 3.399 -1.082 -1.933
23 C 0.430 -5.142 -3.039
24 C -0.508 7.517 0.983
25 C 1.806 -1.890 1.118
26 C 1.096 6.765 -0.645
27 C 0.058 6.477 0.245
28 C -3.519 2.052 -0.203
29 C 0.330 -6.499 -3.322
30 C -2.071 1.736 3.310
31 C -0.448 5.068 0.405
32 C -4.459 1.801 3.358
33 C 1.004 -4.695 -1.853
34 C 0.052 -3.531 1.042
35 C 3.936 -3.460 -1.884
36 C 0.997 -2.750 0.381
37 C 0.971 9.106 -0.034
38 C 1.686 -1.830 2.500
39 C -3.232 1.714 4.028
40 C -0.060 -3.475 2.424
41 C 0.758 -2.625 3.156
42 C -2.003 1.845 1.867
43 C 1.722 5.657 -1.467
44 C -0.060 8.821 0.850
45 C 1.367 -7.002 -1.220
46 C 5.694 -1.873 -2.205
47 C 0.799 -7.433 -2.412
48 C -4.492 1.905 1.997
49 C -3.313 1.922 1.233
50 H -5.443 1.962 1.480
51 H 2.801 5.624 -1.326
52 H -0.621 -4.162 0.476
53 H 1.730 -7.725 -0.497
54 H 2.303 -1.138 3.060
55 H 0.036 -4.420 -3.745
56 H 0.713 -8.492 -2.624
57 H 2.503 -1.235 0.608
58 H -3.203 1.626 5.105
59 H -4.583 2.188 -0.485
60 H 5.999 -4.010 -2.138
61 H 6.743 -1.639 -2.359
62 H 1.333 10.121 -0.146
63 H 1.514 5.813 -2.525
64 H -0.809 -4.078 2.924
65 H 0.653 -2.564 4.233
66 H -0.513 9.612 1.437
67 H 3.603 -4.488 -1.796
68 H 1.908 -5.321 -0.011
69 H -1.476 4.970 0.058
70 H -0.405 4.742 1.443
71 H 5.099 0.185 -2.230
72 H -1.311 7.289 1.675
73 H -0.132 -6.821 -4.247
74 H 2.346 8.292 -1.465

Results
Frontier orbital gap, eV: 5.558
Highest occupied orbital energy, eV: -1.9
Total charge: -2

***

(9)
Formula: C9H12NO2
Source: the OMol25 dataset
Level of theory: ωB97M-V/def2-TZVPD

Element x y z (Å)
1 O 1.060 0.031 -1.472
2 O 3.204 -1.032 0.033
3 N -1.106 0.840 -0.017
4 C 2.826 -2.193 0.773
5 C -1.333 1.599 1.047
6 C -1.915 0.983 -1.132
7 C -2.964 2.895 -0.161
8 C 0.550 -0.601 -0.556
9 C -2.135 2.711 0.944
10 C 1.568 -2.683 0.077
11 C -2.770 2.045 -1.246
12 C 0.417 -1.714 0.145
13 H -2.133 3.371 1.732
14 H -3.565 2.128 -2.012
15 H 1.244 -3.693 0.554
16 H -0.899 1.432 2.002
17 H 1.730 0.686 -1.184
18 H -3.724 3.613 -0.242
19 H 4.105 -0.836 0.386
20 H 3.570 -3.032 0.543
21 H -0.445 -1.880 0.795
22 H 1.758 -2.888 -1.036
23 H 2.710 -2.000 1.889
24 H -1.751 0.216 -1.864

Results
Frontier orbital gap, eV: 9.911
Highest occupied orbital energy, eV: -13.5
Total charge: +1

***

(10)
Formula: CF3NO
Source: the OMol25 dataset
Level of theory: ωB97M-V/def2-TZVPD

Element x y z (Å)
1 F 0.659 -0.139 1.990
2 F 2.361 0.735 1.100
3 F -2.777 -0.156 -1.336
4 O 0.734 0.006 -0.214
5 N -2.172 -0.623 -2.376
6 C 1.195 0.178 0.835

Results
⟨S²⟩: 2.01
Frontier orbital gap (alpha / beta), eV: 11.687 / 13.136
Highest occupied orbital energy (alpha / beta), eV: -11.0 / -13.0
Spin multiplicity: 3
Total charge: 0

***

(11)
Formula: C2H3NO3
Source: the OMol25 dataset
Level of theory: ωB97M-V/def2-TZVPD

Element x y z (Å)
1 O -2.915 -0.087 0.491
2 O -0.853 -0.891 0.047
3 O -1.037 1.157 0.002
4 N -0.013 0.081 -0.547
5 C -1.776 0.077 0.276
6 C 1.336 -0.068 -0.147
7 H 2.049 -0.208 -0.959
8 H 1.410 -0.958 0.561
9 H 1.800 0.898 0.276

Results
Frontier orbital gap, eV: 10.655
Highest occupied orbital energy, eV: -10.2
Total charge: 0

***

(12)
Formula: C25H21BrN2O2Tl
Source: the OMol25 dataset
Level of theory: ωB97M-V/def2-TZVPD

Element x y z (Å)
1 Tl 0.715 2.654 0.526
2 Br 2.308 4.261 2.077
3 O 0.436 -0.133 -3.046
4 O -0.454 -0.396 1.457
5 N 1.120 -1.605 -1.381
6 N -0.351 0.021 -0.822
7 C 0.389 -0.514 -1.887
8 C 3.021 -0.380 0.451
9 C 0.423 -3.220 0.242
10 C -2.652 2.876 1.884
11 C 1.141 -4.312 -0.269
12 C -1.757 4.817 -2.177
13 C -0.049 -0.655 0.306
14 C -0.661 -5.818 0.353
15 C 0.985 -1.807 0.020
16 C 0.038 3.420 -2.566
17 C 4.210 -0.072 1.127
18 C -0.805 -3.443 0.871
19 C 4.033 -2.140 2.363
20 C -2.211 3.720 -2.979
21 C 2.823 -2.424 1.716
22 C 0.602 -5.603 -0.212
23 C -1.347 -4.740 0.918
24 C 4.734 -0.968 2.068
25 C -0.365 4.640 -1.937
26 C 2.310 -1.547 0.757
27 C -3.049 1.600 1.379
28 C -1.098 2.852 -3.202
29 C -4.260 3.217 0.262
30 C -3.390 3.876 1.179
31 C -4.078 1.803 0.414
32 H 4.408 -2.848 3.101
33 H -2.605 0.645 1.663
34 H -4.600 1.018 -0.131
35 H 1.043 2.997 -2.575
36 H -1.093 -6.822 0.368
37 H -3.221 3.576 -3.355
38 H -3.301 4.949 1.327
39 H 1.686 -2.154 -2.029
40 H 0.292 5.335 -1.410
41 H -1.099 1.921 -3.764
42 H 2.266 -3.332 1.948
43 H 2.656 0.296 -0.330
44 H 1.179 -6.436 -0.616
45 H 4.711 0.873 0.907
46 H -4.964 3.705 -0.408
47 H -1.326 -2.596 1.320
48 H -2.364 5.650 -1.827
49 H -1.923 3.050 2.673
50 H 5.682 -0.754 2.564
51 H -2.316 -4.893 1.395
52 H 2.127 -4.162 -0.716

Results
Frontier orbital gap (alpha / beta), eV: 5.772 / 5.660
Highest occupied orbital energy (alpha / beta), eV: -5.0 / -5.0
Total charge: -1

***

Quick rundown of calculated total energy, same order as above: -28875.185 -22819.703 -7829.495 -10338.501 -16101.486 -139859.609 -23312.829 -169452.461 -15102.800 -12722.871 -9751.089 -108077.208 eV
Quick rundown of energy relative to the best compared isomer or geometry (same formula, charge and spin), same order as above: 47.8 110.5 272.6 407.6 546.4 0.0 225.1 49.1 315.1 56.0 482.5 0.0 kJ/mol